106
Properties=species:S:1:pos:R:3:forces:R:3:lowdin_charge:R:1 method="wB97M-V/def2-TZVPD" total_charge=-1 homo_lumo_gap_ev=4.7002 largest_force_ha_per_bohr=0.018 spin_multiplicity=1 e_above_lowest_kcal_mol=25.4
Cs -0.0628 0.0824 0.0496 0.0 -0.9 0.2 0.757
C -1.9739 0.6903 -3.4616 0.2 -0.1 0.0 -0.041
N -1.8962 3.3706 -1.2991 -0.7 0.1 0.2 -0.013
C -3.1160 -3.5391 3.8754 0.0 0.1 0.0 -0.189
C -2.0645 -0.3460 3.6999 0.0 -0.1 0.0 -0.163
H -0.7130 -5.1332 -3.6986 0.0 0.0 0.0 0.105
H 4.2710 -1.7481 -3.6151 0.0 0.0 0.0 0.101
C 3.7136 -0.5804 1.0437 0.1 0.1 0.5 -0.149
C 2.3778 -0.7993 3.1998 0.2 0.2 0.1 -0.333
H 1.5005 -5.0527 -4.8177 0.0 0.0 0.0 0.108
C -1.8544 -2.1066 5.2913 -0.1 0.0 -0.1 -0.162
H 0.8939 0.9905 5.7192 0.0 0.0 0.0 0.100
C -1.7825 3.7318 0.0916 0.2 0.1 0.5 -0.907
C -0.0751 5.7701 -3.4534 0.0 0.0 0.1 -0.097
H -2.4674 7.7449 -4.7893 0.0 0.0 0.0 0.091
H 3.1537 -2.7958 3.4803 0.0 0.0 0.0 0.103
N -1.7605 -3.1143 4.2223 0.0 0.1 0.0 -0.081
C -0.6759 5.4587 -2.2440 0.3 0.2 -0.2 -0.051
S -1.2044 2.6877 1.3384 -0.3 0.6 -0.1 0.291
C 1.6851 -0.9912 5.9708 0.1 0.0 0.0 -0.162
H -2.3001 -2.5709 6.1745 0.0 0.0 0.0 0.120
H 5.5688 0.2886 -3.1167 0.0 0.0 0.0 0.110
H -0.8499 -1.7638 5.5370 0.0 0.0 0.0 0.105
C -1.1654 -2.4583 3.0473 -0.1 0.1 0.1 -0.158
C -2.9432 2.8791 -3.7386 0.0 0.1 0.1 -0.015
C -1.9457 5.9634 -1.9385 0.1 0.4 0.2 -0.288
H -2.0245 -5.3665 -1.9767 0.0 0.0 0.0 0.106
H -3.5730 -4.0134 4.7466 0.0 0.0 0.0 0.117
H -3.3381 1.0229 -6.5474 0.0 0.0 0.0 0.094
H -3.1687 3.8514 -3.3188 0.0 0.0 0.0 0.103
H -1.0916 -3.1856 2.2347 0.0 0.0 0.0 0.125
H 6.9022 0.8935 4.1334 0.0 0.0 0.0 0.095
H -1.4393 -0.0302 -2.8494 -0.1 0.1 0.0 0.057
H 1.4369 -1.0569 7.0239 0.0 0.0 -0.1 0.082
H -0.1617 -2.1110 3.3022 0.0 0.0 0.0 0.117
C -2.3524 0.3621 -4.7571 0.0 0.0 0.0 -0.085
C 2.3182 -2.0468 5.3107 0.0 0.0 -0.1 -0.128
C 2.6597 -1.9645 3.9725 -0.1 0.1 0.0 -0.075
N -1.9738 -1.3143 2.5941 0.2 0.0 -0.1 -0.105
H 2.9720 -3.1099 -4.4457 0.0 0.0 0.0 0.102
H 1.9984 1.9961 -1.4991 0.0 -0.1 0.0 0.106
H -3.8045 -0.9373 -0.9909 0.0 0.0 0.0 0.121
C -1.7394 -3.2325 -2.0209 0.1 0.1 0.0 -0.213
N -2.2223 -2.0324 -1.7068 -0.1 0.1 0.0 0.104
C 6.6999 0.5323 3.1312 0.0 0.0 -0.1 -0.097
H 2.5541 -2.9530 5.8601 0.0 0.0 0.0 0.090
H -3.8451 3.2711 -5.6378 0.0 0.0 0.0 0.099
N -2.5879 5.7198 -0.7451 -0.2 -0.1 -0.3 -0.025
C 2.0201 -3.1716 -3.9373 0.1 -0.1 -0.1 -0.012
H 8.2772 -0.2238 0.2368 0.0 0.0 0.0 0.088
C 7.7497 0.3713 2.2306 -0.1 0.0 0.0 -0.127
H -3.2610 -2.5203 1.4798 0.0 0.0 0.0 0.100
C -4.0050 -1.4356 4.5339 0.1 0.0 -0.1 -0.185
H -3.9276 -0.9428 1.9590 0.0 0.0 0.0 0.128
N 0.4032 -2.2130 -2.4840 0.0 0.1 0.1 0.166
H -0.1659 4.8299 -1.5251 0.1 0.2 -0.1 0.100
H -3.3021 6.3709 -0.4841 0.0 0.1 0.1 0.117
H -4.4674 -1.8977 5.4089 0.0 0.0 0.0 0.117
N -2.1860 4.9376 0.3362 0.1 0.1 -0.1 0.014
N -3.9716 -2.4240 3.4430 0.0 0.0 0.0 -0.088
C 3.8867 1.3096 -2.2634 0.0 0.0 0.0 -0.048
C -0.3939 -3.2582 -2.6875 -0.1 0.2 0.2 -0.201
N 1.8320 0.0832 -2.2313 0.1 0.2 -0.3 0.007
C 2.6354 -0.7483 1.8138 -0.3 -0.3 -0.5 -0.147
H 3.6367 -0.7324 -0.0411 0.0 0.1 0.1 0.053
C 3.7819 -0.9003 -3.1569 0.2 -0.1 0.0 -0.018
H -3.0607 -4.2717 3.0666 0.0 0.0 0.0 0.118
C -2.4619 -4.3956 -1.7835 0.0 -0.2 0.0 -0.019
H -4.3269 -5.1883 -1.0740 0.0 0.0 0.0 0.108
C 1.1937 -4.2574 -4.1508 0.0 -0.1 0.0 -0.052
C 2.4357 -0.9498 -2.8152 0.0 0.0 0.0 -0.221
H -2.6610 0.5078 3.3757 0.0 0.0 0.0 0.111
C -0.0362 -4.3090 -3.5196 0.0 -0.2 -0.1 -0.017
C 1.3926 0.1554 5.2343 0.0 0.0 -0.1 -0.137
C 1.5896 -2.1611 -3.0866 -0.1 0.2 0.2 -0.187
H -0.2285 6.8125 -5.3350 0.0 0.0 0.0 0.085
C -3.3184 2.5463 -5.0298 0.0 0.0 0.0 -0.084
H -1.0624 0.0006 3.9451 0.0 0.0 0.0 0.108
H 8.7669 0.6077 2.5215 0.0 0.0 0.0 0.086
N -1.9441 2.1809 -1.5722 0.1 -0.8 -0.1 0.037
C -3.7455 -4.2953 -1.2682 0.0 -0.1 0.0 -0.062
H -2.1173 -0.6211 -5.1487 0.0 0.0 0.0 0.099
H 1.4496 1.1538 3.3360 0.0 0.0 0.1 0.102
C 5.0960 -0.2332 1.4793 -0.1 -0.1 -0.1 -0.212
H 5.9497 -0.7508 -0.4145 0.0 0.0 0.0 0.090
C 2.5396 1.1771 -1.9690 -0.1 0.0 0.0 -0.158
C -0.7040 6.5846 -4.3896 -0.1 0.0 0.0 -0.131
H 4.5874 0.3756 3.4716 0.0 0.0 0.0 0.107
C 1.7070 0.2530 3.8874 0.1 0.0 0.1 -0.086
H -4.6168 -0.5879 4.2196 0.0 0.0 0.0 0.122
C 6.1623 -0.3837 0.5860 0.1 0.0 0.0 -0.066
C 5.3943 0.2386 2.7627 0.1 0.0 0.0 -0.024
C -2.2727 1.9460 -2.9516 0.0 -0.2 -0.1 -0.231
C -3.3190 -1.7895 2.2874 0.0 0.0 0.2 -0.190
C -4.2695 -3.0438 -1.0019 0.0 0.0 0.0 -0.069
C -3.0303 1.2845 -5.5425 0.0 0.0 0.1 -0.100
C 7.4712 -0.0896 0.9506 -0.1 0.0 0.0 -0.116
H 4.4234 2.2118 -2.0038 0.0 0.0 0.0 0.113
C -2.5707 6.8007 -2.8757 0.0 0.0 0.0 -0.061
H -3.5514 7.2065 -2.6460 0.0 0.0 0.0 0.100
C -1.9573 7.1020 -4.0807 0.1 0.0 0.0 -0.124
C -3.4576 -1.9415 -1.2214 0.2 0.1 0.0 -0.129
H -5.2710 -2.9219 -0.6111 0.0 0.0 0.0 0.110
N -2.6742 -0.9516 4.8964 0.0 -0.1 -0.1 -0.080
H 0.9085 5.3670 -3.6690 0.0 0.0 0.0 0.097
C 4.5147 0.2426 -2.8730 0.0 -0.1 -0.1 -0.069